Entry from the Open Molecules 2025 dataset: C11H7EuNO4 as an isolated structure in a non-equilibrium geometry (wB97M-V/def2-TZVPD).

The geometry in XYZ format:
```
24
Properties=species:S:1:pos:R:3:lowdin_spin:R:1
Eu -1.62345 2.01087 -0.97178 7.00
C -3.71361 0.89326 -2.12913 0.00
O -4.64003 0.41259 -2.60426 0.00
C -2.57235 4.30501 -1.96948 0.00
O -3.10189 5.23369 -2.40031 0.00
C -0.36782 1.98547 -3.34296 0.00
O 0.13509 1.74581 -4.35833 0.00
C -2.97146 2.58088 1.14588 0.00
O -3.67496 2.69340 2.05271 0.01
H 0.47275 3.21039 0.02136 0.00
H 0.00066 3.75609 -0.33787 0.00
N -0.46320 0.00727 -0.55685 -0.01
C 0.29973 -0.66983 0.02168 0.00
C 1.12262 -1.55322 0.66456 0.00
C 2.35833 -1.08014 1.15574 0.00
C 3.15776 -1.99594 1.81439 0.00
C 2.68750 -3.30936 1.94653 0.00
C 1.45697 -3.77020 1.45992 0.00
C 0.64223 -2.87129 0.79844 0.00
H 2.61312 -0.02228 0.99358 0.00
H 4.10931 -1.64657 2.19367 0.00
H 3.32242 -4.02426 2.46284 0.00
H 1.09691 -4.78540 1.56389 0.00
H -0.34666 -3.10624 0.37578 0.00
```

total charge	+2
multiplicity	8
E	-1488.78191	hartree
energy relative to the best compared isomer or geometry (same formula, charge and spin)	0.0	kcal/mol
Kohn-Sham gap (alpha / beta)	7.42 / 7.60	eV

Entry from the Open Molecules 2025 dataset: C11H7F5N9O2Ru as an isolated structure in a non-equilibrium geometry (wB97M-V/def2-TZVPD).

The geometry in XYZ format:
```
35
Properties=species:S:1:pos:R:3:lowdin_spin:R:1
Ru -0.28499 0.18943 -0.89880 0.85
N 1.89859 2.97436 -0.02905 0.00
C 0.88282 2.66469 0.84510 0.00
N 0.72622 3.29613 1.99440 0.00
N -0.36047 2.71604 2.54609 0.00
N -0.81971 1.79715 1.77008 0.00
N -0.05696 1.74209 0.65714 -0.01
C 2.22655 2.23857 -1.13153 0.00
N 3.32117 2.44711 -1.83863 0.00
N 3.25877 1.52077 -2.82631 0.00
N 2.19564 0.80933 -2.71220 0.01
N 1.49066 1.25244 -1.63632 0.04
H 2.57556 3.64449 0.28637 0.00
C 1.20974 -3.11786 2.31006 0.00
C -0.08011 -2.60309 2.39500 0.00
C -0.48792 -1.58581 1.54139 0.00
C 0.38494 -1.07752 0.59065 -0.01
C 1.67621 -1.58234 0.51183 0.00
C 2.09001 -2.59756 1.37009 0.00
H 1.52618 -3.91565 2.97329 0.00
H -0.77472 -3.00012 3.12788 0.00
H -1.48970 -1.18246 1.62170 0.00
H 2.37247 -1.18652 -0.22032 0.00
H 3.10140 -2.98381 1.29822 0.00
O -1.40786 -1.98580 -1.44548 0.04
C -0.98646 -1.83289 -2.60143 0.01
O -0.29780 -0.85841 -2.99245 0.01
H -1.23017 -2.61472 -3.34868 0.00
F -2.43842 2.27744 -0.99260 0.00
C -2.36037 0.90574 -1.06498 0.04
F -2.79694 0.60275 -2.34872 0.01
C -3.48022 0.38502 -0.15288 0.01
F -3.21281 0.57101 1.13564 0.00
F -4.66700 1.00965 -0.39300 0.00
F -3.70427 -0.91963 -0.34154 0.00
```

total charge	-2
multiplicity	2
E	-1660.91112	hartree
energy relative to the best compared isomer or geometry (same formula, charge and spin)	36.3	kcal/mol
Kohn-Sham gap (alpha / beta)	7.06 / 7.39	eV